DFT (ωB97M-V/def2-TZVPD) results for a structure of composition C18H26N2O5P2RhS.

Each line ends with the Löwdin charge.
Cartesian coordinates (Å):
Rh: 1.07 -0.20 0.23  0.8275
S: -1.34 0.61 1.32  0.4341
P: 1.09 1.18 -1.89  0.8864
P: -1.96 2.75 -0.60  0.8035
O: -1.55 1.27 -0.28  -0.4146
O: -0.10 1.26 1.72  -0.3384
O: -2.53 1.01 1.99  -0.2475
O: -1.19 -0.79 0.99  -0.3116
O: 1.44 -2.21 1.21  -0.0513
N: 2.20 -1.53 -1.38  0.0011
N: 0.29 -3.72 -0.04  0.1027
C: 0.21 -2.92 -1.27  -0.1103
C: 2.47 1.99 -0.53  -0.2527
C: 3.44 -1.27 -1.82  -0.1184
C: 2.16 -3.46 -2.78  -0.0018
C: -0.82 3.44 -1.79  -0.2790
C: 0.75 4.85 -3.59  -0.0465
C: -1.20 4.72 -2.23  -0.0916
C: 1.14 3.59 -3.16  -0.0927
C: 3.44 -3.18 -3.23  -0.0361
C: 4.09 -2.07 -2.73  -0.0353
C: 0.81 -4.25 2.26  0.0274
C: -1.94 3.81 0.84  -0.1316
C: -3.60 2.70 -1.28  -0.1199
C: 0.15 0.28 -3.36  -0.2553
C: 0.87 -3.31 1.10  -0.4969
C: 0.37 2.85 -2.26  -0.3817
C: 1.57 -2.62 -1.85  -0.2656
C: -0.42 5.43 -3.12  -0.0595
H: -0.38 -3.49 -1.98  0.1336
H: 1.38 5.39 -4.30  0.1168
H: 2.07 2.92 -0.11  0.0201
H: -2.68 3.46 1.56  0.0685
H: -2.18 4.82 0.52  0.0727
H: -0.95 3.78 1.28  0.0761
H: -4.32 2.54 -0.48  0.0791
H: 3.91 -3.82 -3.96  0.1187
H: 3.91 -0.39 -1.41  0.1059
H: -0.27 -0.65 -2.98  -0.0018
H: 1.74 -4.16 2.83  0.0960
H: -0.65 0.93 -3.73  0.0221
H: 5.10 -1.82 -3.05  0.1155
H: -3.64 1.86 -1.98  0.0763
H: -0.72 6.41 -3.46  0.1159
H: 1.61 -4.32 -3.14  0.1222
H: 2.06 3.16 -3.53  0.1099
H: -2.11 5.18 -1.86  0.1040
H: -0.17 -4.61 -0.03  0.1465
H: 0.85 0.06 -4.16  0.0230
H: 0.67 -5.29 1.96  0.0860
H: 2.64 1.28 0.29  -0.0192
H: 3.41 2.16 -1.05  0.0170
H: -3.84 3.62 -1.82  0.0661
H: -0.01 -3.95 2.91  0.1023
H: -0.32 -2.00 -1.06  0.0823

energy above the lowest of the compared OMol25 structures with the same formula, charge and spin = 3.1 kcal per mole
LUMO energy (spin up / spin down) = -2.2678 / -3.6390 eV
charge = +1
F_max = 0.0206 hartree/bohr
2S+1 = 5
HOMO-LUMO gap (spin up / spin down) = 6.67 / 7.42 eV
HOMO level (spin up / spin down) = -8.942 / -11.062 eV